No. 1
ORCA calculation (ωB97M-V with the def2-TZVPD basis set) on C30H45BrFeO2P2 as an isolated structure in a non-equilibrium geometry.

XYZ file:
```
81
Properties=species:S:1:pos:R:3:forces:R:3:lowdin_charge:R:1
Fe -0.57324 0.67703 -1.59992 0.0 0.4 2.9 0.8011
C -1.22505 2.83024 -0.80370 -0.5 -0.3 -0.7 -0.2438
C -1.35046 2.38973 -2.17180 -2.1 -0.6 0.2 -0.3291
C -2.58356 0.95430 -0.76874 -0.2 0.5 -0.9 -0.2491
C -1.96980 1.97061 0.03358 -0.2 0.0 -0.5 -0.1938
C -2.32994 1.21900 -2.17863 0.9 2.5 1.6 -0.3081
C -0.61887 4.13280 -0.38818 0.3 0.2 0.3 -0.0291
H 0.29934 4.37410 -0.93049 0.0 0.0 0.0 0.0692
H -0.38457 4.15391 0.68151 0.0 -0.1 -0.2 0.0731
H -1.31851 4.96294 -0.56467 0.1 -0.2 0.0 0.1019
C -2.23538 2.14432 1.49393 0.2 -0.2 0.3 -0.0168
H -1.69801 2.98361 1.94252 0.0 0.0 -0.2 0.0746
H -1.94083 1.23633 2.02871 -0.1 0.0 0.0 0.0421
H -3.30238 2.29211 1.70508 0.1 0.0 -0.2 0.1037
C -3.50520 -0.07839 -0.22905 -0.4 -0.5 0.5 -0.0244
H -4.44767 0.37693 0.12709 0.3 -0.1 -0.2 0.1024
H -3.07878 -0.59748 0.64492 0.0 0.2 -0.2 0.0616
H -3.76229 -0.82777 -0.98346 -0.1 0.1 0.0 0.0727
C -2.60906 0.33081 -3.31697 -0.8 -0.3 -0.8 -0.0600
H -3.49729 0.69969 -3.83147 -0.1 -0.3 -0.3 0.0956
H -2.80114 -0.69862 -2.99657 -0.1 0.1 0.0 0.0799
H -1.79615 0.28764 -4.05196 -0.1 0.2 0.0 0.0763
C -0.71580 2.99309 -3.36257 0.1 0.6 -0.7 -0.0526
H -1.42064 3.67474 -3.85331 0.3 0.0 -0.1 0.0944
H -0.41785 2.23665 -4.10176 -0.1 0.1 0.0 0.0731
H 0.19304 3.56664 -3.11413 -0.3 -0.1 0.0 0.0794
C 1.33331 0.37147 1.56756 0.4 1.0 -1.3 -0.0458
C 1.80692 1.44276 0.87522 -1.5 -0.7 -1.2 -0.0617
C 2.09100 1.57747 -0.62243 1.0 -0.7 0.0 -0.1710
C 2.07096 0.21515 -1.35839 0.5 0.5 -0.6 -0.2969
C 0.86378 -0.54543 -1.85306 0.6 0.2 0.7 -0.3658
C 0.68423 -1.90936 -1.14938 -1.1 1.3 -0.8 -0.3842
C 0.49623 -1.95857 0.40790 0.6 -0.2 0.3 -0.1242
C 1.38835 -1.13054 1.38856 -0.1 -1.0 0.2 -0.1833
H 3.09485 2.03630 -0.74168 -0.3 -0.3 -0.1 0.1177
H 2.38217 -0.41706 -0.47412 0.3 0.2 -0.3 -0.0077
H 1.45403 2.27430 -1.18703 -0.3 0.0 0.6 0.0972
H 2.42881 -1.49373 1.30011 -0.2 0.4 0.1 0.0317
H 0.80663 0.63933 2.45203 0.0 0.1 1.0 0.0851
H 1.70243 2.42359 1.30309 -0.2 0.1 0.6 0.1020
H 1.11036 -1.52321 2.38356 -0.1 0.1 -0.4 0.1368
H -0.54150 -1.79133 0.73964 -0.1 0.4 -0.5 0.1046
H -0.25460 -2.35421 -1.53669 0.6 -0.1 -0.1 0.1401
H 0.62334 -3.01384 0.71010 0.2 0.2 -0.1 0.1168
H 2.83646 0.23596 -2.16231 -0.3 0.2 0.5 0.0870
H 0.79982 -0.57556 -2.94449 0.4 -0.6 -0.1 0.0886
P 4.07952 -0.96896 -0.14176 0.6 -0.3 0.5 0.9610
C 5.16487 -1.50113 1.25603 0.0 0.4 -0.3 -0.1800
C 5.17667 -0.37827 -1.46537 0.0 -0.1 0.4 -0.1935
P 2.09353 -2.68756 -1.91936 -0.6 -1.1 1.3 0.9044
C 3.43494 -2.56473 -0.72226 0.6 -0.2 -0.3 -0.3903
C 2.76725 -2.29174 -3.56776 -0.3 0.1 -0.3 -0.1386
C 1.61657 -4.40916 -1.87992 1.0 -0.1 -0.5 -0.1545
H 4.64809 -2.28032 1.84899 0.4 0.5 -0.3 0.0697
H 5.38842 -0.60842 1.87693 0.0 -0.7 -0.3 0.0741
H 6.07794 -1.89469 0.76452 -0.3 0.1 0.6 0.0654
H 5.99348 -1.11581 -1.45496 0.1 0.5 -0.3 0.0644
H 5.51594 0.63452 -1.18441 0.1 -0.5 -0.3 0.0789
H 4.66413 -0.36409 -2.43695 0.4 0.0 0.4 0.0412
H 2.56617 -4.94628 -1.94466 -0.4 -0.7 -0.1 0.0695
H 0.96438 -4.59945 -2.73776 0.1 -0.2 0.2 0.0805
H 1.10177 -4.60664 -0.93528 0.1 0.0 -0.2 0.0756
H 3.10662 -3.13117 0.15750 0.2 0.0 -0.2 0.0888
H 4.30728 -3.01971 -1.18878 0.1 -0.6 0.1 0.0789
H 2.10811 -2.70598 -4.34977 0.2 0.1 0.4 0.0819
H 3.74614 -2.79154 -3.64074 -0.3 0.0 0.1 0.0769
H 2.92460 -1.22422 -3.79564 -0.2 -0.4 0.4 0.0614
Br -1.26653 1.28099 5.06762 0.1 0.2 0.2 0.7768
C -3.08315 0.90345 4.69790 -1.0 -0.2 -0.4 -0.6205
C -4.08815 1.78090 5.11913 0.1 0.0 -0.1 -0.1272
C -5.42088 1.53785 4.76201 0.4 -0.6 -0.2 -0.0909
C -5.73496 0.38455 4.01938 0.2 0.3 0.1 -0.0821
C -4.71960 -0.49551 3.62747 -0.3 0.3 0.2 -0.0328
C -3.38875 -0.23600 3.94874 0.2 0.4 0.0 -0.1986
C -2.27809 -1.17383 3.48166 -0.4 -0.4 0.9 -0.7296
O -1.99471 -2.06212 4.29840 0.3 0.2 -0.7 -0.0006
O -1.81039 -0.92537 2.33659 0.6 -0.2 -0.4 -0.0912
H -3.81690 2.65756 5.71191 -0.1 -0.3 -0.2 0.0983
H -6.19913 2.23470 5.06866 0.2 -0.2 -0.1 0.0994
H -6.77298 0.18147 3.74405 0.3 0.0 0.1 0.1005
H -4.95968 -1.40166 3.06972 0.1 0.2 0.1 0.1215
```
Positions in Å, forces in eV/Å.

Kohn-Sham gap (spin up / spin down) (hartree): 0.218 / 0.098
Multiplicity: 6
Total charge: +1
Relative energy (zero: lowest compared OMol25 entry of this formula, charge and spin) (eV): 2.677
HOMO level (spin up / spin down) (Ha): -0.33403 / -0.33410



No. 2
ORCA calculation (ωB97M-V with the def2-TZVPD basis set) on C24H23CsFN3O6S2 as an isolated structure in a non-equilibrium geometry.

XYZ file:
```
60
Properties=species:S:1:pos:R:3:forces:R:3:lowdin_charge:R:1
Cs 0.84704 -0.16325 1.62357 -2.5 0.4 -1.4 1.4759
S -3.90626 2.94353 2.88391 0.4 -0.4 -0.4 0.8374
C -3.93690 1.32348 3.44804 -0.2 0.2 0.2 -0.5165
C -3.17767 0.46100 2.71580 -0.4 0.3 0.3 -0.2729
C -2.50046 1.04872 1.61581 0.7 -0.6 -0.8 -0.1851
C -2.74627 2.36074 1.52222 -1.0 -0.1 1.3 -0.4838
C -2.26971 3.35144 0.61510 0.2 0.6 -0.5 -0.3128
C -2.44931 4.72910 0.85242 0.0 -0.1 -0.1 -0.0656
C -1.97134 5.64272 -0.05581 0.0 0.0 -0.1 -0.1064
C -1.31472 5.18390 -1.19288 0.0 0.2 0.0 -0.1074
C -1.17736 3.81323 -1.34268 0.1 0.4 -0.2 -0.1666
N -1.63922 2.92240 -0.49129 0.0 -0.2 0.1 0.1127
H -4.54205 1.09901 4.31359 -0.1 -0.1 0.1 0.0287
H -3.11952 -0.59024 2.96556 0.0 -0.1 0.1 0.0679
H -2.95629 5.05017 1.75087 0.0 0.0 0.0 0.0618
H -2.10028 6.70573 0.11490 0.0 0.0 0.0 0.0912
H -0.91960 5.87038 -1.92844 0.1 0.0 -0.1 0.0788
H -0.66698 3.40902 -2.21137 0.1 0.0 -0.1 0.0977
C 0.96918 -7.71877 2.95577 0.1 0.0 -0.2 -0.0519
C 0.57788 -7.91142 1.48678 0.1 -0.5 0.4 -0.3233
C -0.62987 -8.84626 1.42227 0.2 0.0 -0.3 -0.1578
C -1.07292 -9.01956 -0.02145 -0.1 0.0 0.1 -0.1446
C -1.42247 -7.66740 -0.57449 -0.3 -0.2 -0.3 -0.1527
C -2.43625 -7.52797 -1.50900 0.3 0.2 0.2 0.0266
C -2.72984 -6.27189 -2.01663 0.0 0.3 -0.1 -0.2616
F -3.72898 -6.16910 -2.94215 0.2 0.0 0.2 0.0284
C -2.04404 -5.15475 -1.61673 -0.1 -0.3 0.0 0.0705
C -1.02517 -5.26996 -0.66189 -0.4 -0.5 -0.2 -0.0353
C -0.30611 -4.04376 -0.26703 0.0 0.3 -0.2 -0.3195
O -0.57404 -2.95430 -0.76654 0.1 -0.4 0.2 0.0689
C 0.73703 -4.27973 0.70384 0.3 0.6 0.3 -0.0237
C 0.98437 -5.51561 1.16710 -0.2 0.1 -0.2 0.0154
N 0.26813 -6.64656 0.83086 0.3 0.2 0.2 -0.0032
C -0.71798 -6.53728 -0.11880 -0.4 0.4 -0.4 -0.0903
C 1.46540 -3.08524 1.37387 -0.3 -1.5 -0.2 -0.8176
O 2.60547 -2.81253 1.00026 0.7 0.3 -0.3 -0.0292
O 0.78162 -2.57668 2.27352 -0.3 -1.4 1.0 -0.3112
H 0.98622 -8.68718 3.45443 0.0 -0.1 0.0 0.0750
H 0.24112 -7.08298 3.45471 -0.1 0.1 0.1 0.0978
H 1.95211 -7.27052 3.06468 0.0 0.0 0.1 0.0698
H 1.41890 -8.38695 0.95409 -0.1 0.0 0.1 0.1516
H -1.44478 -8.40649 2.00134 0.0 0.0 0.1 0.1327
H -0.37027 -9.80898 1.86864 0.1 0.1 0.0 0.1139
H -1.93408 -9.68791 -0.08218 0.0 0.0 -0.1 0.1117
H -0.26249 -9.47239 -0.60592 0.0 0.0 0.0 0.1226
H -2.99744 -8.38704 -1.84506 0.0 -0.1 0.0 0.1172
H -2.26688 -4.17666 -2.01173 0.0 0.2 0.0 0.1330
H 1.79144 -5.66261 1.86362 0.0 0.0 0.1 0.1284
C 4.47395 0.43159 2.81271 -0.9 0.8 -0.2 -0.1397
S 3.15497 1.68146 2.48351 1.6 0.6 0.5 0.2733
O 2.79456 1.50592 1.07894 0.9 0.6 -0.1 -0.5967
O 3.77175 2.96866 2.78126 0.0 -0.3 0.0 -0.3833
O 2.06205 1.32622 3.38650 0.6 0.5 0.7 -0.5995
H 5.40487 0.82623 2.42425 0.1 0.1 -0.1 0.0413
H 4.21036 -0.49241 2.31703 -0.1 -0.3 -0.1 0.0377
H 4.52093 0.29956 3.88576 0.1 0.0 0.2 0.0431
N -2.09053 0.13020 -2.13183 0.1 -0.1 -0.2 0.0114
H -1.71319 1.04842 -1.90444 -0.1 -0.1 0.2 -0.0385
H -1.29795 -0.50839 -2.15453 -0.1 0.1 0.1 -0.0140
H -2.61362 -0.13284 -1.30067 0.1 0.1 0.1 -0.0113
```
Positions in Å, forces in eV/Å.

Kohn-Sham gap (hartree): 0.172
Total charge: -2
Relative energy (zero: lowest compared OMol25 entry of this formula, charge and spin) (eV): 1.867
HOMO level (Ha): -0.04333



No. 3
ORCA calculation (ωB97M-V with the def2-TZVPD basis set) on a 2-piece molecular cluster, C10H16 overall in a non-equilibrium geometry.

XYZ file:
```
26
Properties=species:S:1:pos:R:3:forces:R:3:lowdin_charge:R:1
C 1.93628 1.96309 -2.32765 0.1 -0.4 1.0 -0.1531
C 2.74742 0.76243 -1.82093 0.4 0.4 0.1 -0.1653
H 2.56286 2.85307 -2.34704 0.0 0.0 -0.5 0.0604
H 1.37659 1.81161 -3.24518 0.1 0.0 -0.1 0.0601
H 1.22824 2.15746 -1.52033 -0.3 0.2 -0.2 0.0424
H 2.14025 0.01250 -1.32697 -0.1 -0.2 -0.2 0.0389
H 3.44324 1.14104 -1.08211 0.0 0.1 0.5 0.0587
H 3.42328 0.29094 -2.51729 -0.2 -0.2 -0.7 0.0546
C -2.18139 0.26362 -0.12599 0.6 -0.5 0.6 -0.2099
C -3.19011 0.80853 0.88757 0.5 0.8 -0.7 -0.0912
C -1.07186 -0.53983 0.52438 0.3 -0.6 -0.5 -0.2359
C -1.29363 -1.85903 0.93384 -0.2 0.7 0.4 -0.0534
C 0.20842 -0.02329 0.68845 -0.8 -0.9 1.1 -0.0578
C -0.30475 -2.63559 1.49550 0.5 0.0 0.2 -0.0825
C 1.18916 -0.78835 1.30907 0.3 0.2 -0.1 -0.0955
C 0.98140 -2.11156 1.64456 -0.8 0.2 -0.3 -0.0888
H -2.66293 -0.36943 -0.86959 -0.1 0.0 -0.1 0.1101
H -1.67484 1.07406 -0.64676 -0.3 0.2 -0.2 0.1017
H -3.91492 1.40095 0.33535 -0.5 -0.2 0.1 0.0665
H -2.31358 -2.17837 0.94433 -0.5 -0.5 -0.2 0.1045
H 0.33774 1.01379 0.54266 0.5 1.0 -0.5 0.0936
H -0.52018 -3.61051 1.91300 -0.1 -0.1 -0.3 0.1013
H 2.11685 -0.31735 1.58188 0.4 0.1 -0.2 0.1007
H 1.78016 -2.71426 2.02286 0.3 -0.2 0.4 0.0941
H -2.68152 1.54648 1.50667 0.0 -0.2 0.4 0.0745
H -3.66215 0.04799 1.49971 -0.1 -0.1 0.0 0.0713
```
Positions in Å, forces in eV/Å.

Kohn-Sham gap (hartree): 0.370
SMILES: CCc1ccccc1.CC
Relative energy (zero: lowest compared OMol25 entry of this formula, charge and spin) (eV): 0.492
HOMO level (Ha): -0.33207



No. 4
ORCA calculation (ωB97M-V with the def2-TZVPD basis set) on a 6-piece molecular cluster, C22H36NO16S3 overall in a non-equilibrium geometry.

XYZ file:
```
78
Properties=species:S:1:pos:R:3:forces:R:3:lowdin_charge:R:1
C 5.83112 2.20902 -0.80380 0.3 -0.2 0.0 0.0120
C 5.36620 3.15914 -1.87675 -0.3 -0.3 -1.2 -0.4816
O 5.07974 2.77300 -2.99506 0.1 0.4 1.2 0.0983
N 5.23392 4.55992 -1.54201 0.3 -0.5 0.3 -0.1324
C 6.54490 5.11162 -1.14757 -0.1 0.2 -0.1 -0.0551
C 4.20684 4.70288 -0.50431 0.0 0.3 -0.1 -0.2361
C 3.49080 6.03708 -0.67885 0.2 0.1 0.1 -0.1673
C 2.33108 6.30584 0.28492 0.0 0.1 -0.2 -0.2435
C 1.45983 5.10756 0.62875 0.2 0.4 0.1 -0.4301
S 0.30823 4.55219 -0.67844 0.0 -0.2 0.3 0.4179
S -0.29960 6.23645 -1.71904 -0.3 0.0 -0.2 0.5516
S 1.27731 3.24908 -1.91427 -0.2 -0.2 -0.4 0.5326
H 6.78248 2.53404 -0.37300 -0.1 0.0 0.0 0.0895
H 5.11203 2.15679 0.01776 0.0 0.1 -0.1 0.0838
H 5.95687 1.22055 -1.24129 0.0 0.0 0.1 0.0923
H 6.60297 6.16360 -1.43062 0.0 0.0 0.1 0.0879
H 6.73082 5.01890 -0.07160 0.0 0.0 0.0 0.0920
H 7.34185 4.58773 -1.68044 -0.1 0.1 0.0 0.0989
H 4.59879 4.60549 0.52002 0.0 0.1 -0.2 0.1187
H 3.50098 3.88394 -0.64673 0.0 0.0 0.1 0.0559
H 4.23920 6.82537 -0.54341 -0.2 0.0 -0.1 0.1254
H 3.15646 6.13921 -1.71992 0.0 -0.2 0.1 0.1085
H 2.68492 6.73543 1.22545 0.0 -0.3 0.0 0.1302
H 1.69260 7.06870 -0.17053 0.1 0.1 0.2 0.0681
H 2.01303 4.20502 0.89950 -0.1 0.0 0.0 0.0632
H 0.78852 5.33160 1.46489 0.0 -0.1 -0.2 0.1076
H 0.34536 5.96595 -2.86321 0.2 0.0 0.1 -0.1383
H 2.07040 4.07819 -2.62275 0.1 0.2 0.2 -0.1150
C -0.39624 0.02125 -4.02880 0.1 0.2 0.0 -0.1231
C -1.26074 1.17972 -4.49565 0.1 0.0 0.1 -0.1217
O -2.29118 0.50974 -5.23028 0.0 0.0 0.0 0.0723
C -2.39222 -0.75210 -4.75177 0.1 0.0 0.3 -0.5621
O -3.27732 -1.51328 -4.95502 -0.2 0.0 -0.3 0.1677
O -1.34404 -1.03670 -3.94546 0.1 -0.1 0.0 0.0621
H 0.05679 0.17471 -3.05249 0.0 0.0 0.0 0.1199
H 0.37801 -0.24030 -4.75168 0.0 0.0 0.0 0.1376
H -1.72212 1.71117 -3.66019 0.0 0.0 0.0 0.1276
H -0.73112 1.88577 -5.12967 -0.1 -0.1 -0.2 0.1313
C -5.26562 -4.63816 -2.76987 0.0 0.1 0.0 -0.0846
C -3.87850 -4.03374 -2.65999 0.1 -0.1 -0.2 -0.0935
O -3.84404 -3.62451 -1.28533 0.2 0.1 0.0 0.0689
C -4.73021 -4.35291 -0.59344 0.1 0.1 -0.1 -0.5814
O -4.80834 -4.33631 0.59721 -0.2 -0.2 0.1 0.1343
O -5.49495 -5.09370 -1.41794 0.0 0.0 0.0 0.0614
H -5.32900 -5.47366 -3.45968 0.0 -0.1 0.1 0.1347
H -6.02940 -3.90127 -3.01774 0.0 0.0 0.0 0.1368
H -3.09391 -4.77359 -2.82607 0.0 0.0 0.1 0.1376
H -3.69385 -3.17552 -3.29573 -0.1 0.1 0.0 0.1073
C -2.72108 -3.61491 3.72030 -0.1 0.0 0.0 -0.0936
C -3.37773 -2.51625 2.90681 0.0 -0.1 0.0 -0.1010
O -2.38699 -1.47356 2.96240 0.0 0.1 0.0 0.0549
C -1.18461 -2.03601 3.19808 -0.4 -0.2 0.0 -0.5879
O -0.14520 -1.45985 3.12581 0.3 0.2 0.0 0.1338
O -1.32500 -3.33712 3.52103 0.1 0.0 0.0 0.0657
H -2.95485 -4.61623 3.37088 0.1 0.0 -0.1 0.1321
H -2.94107 -3.54029 4.78600 0.0 0.0 0.0 0.1338
H -3.52619 -2.80662 1.86964 0.0 0.0 0.0 0.1050
H -4.31484 -2.15787 3.32260 0.1 0.1 0.1 0.1364
C -5.67493 -8.38673 0.49710 0.0 0.1 0.0 -0.1134
C -4.47868 -7.63371 1.04732 0.0 0.0 -0.1 -0.1151
O -4.45954 -8.06020 2.41384 0.1 0.1 0.0 0.0560
C -5.09406 -9.25412 2.50578 0.0 0.0 -0.1 -0.5736
O -5.10368 -9.94307 3.46908 0.0 -0.1 0.1 0.1727
O -5.71604 -9.54413 1.33791 0.0 0.0 0.0 0.0598
H -5.56596 -8.68946 -0.54056 0.0 -0.1 0.0 0.1306
H -6.60532 -7.82976 0.61811 0.0 0.0 0.0 0.1350
H -3.54333 -7.94204 0.57395 0.0 0.0 0.0 0.1354
H -4.58433 -6.55429 0.99824 0.0 0.0 0.1 0.0972
C 2.26874 1.45417 4.00556 0.0 -0.1 0.1 -0.0859
C 3.35192 1.84598 4.99525 -0.1 -0.1 0.0 -0.0832
O 4.07903 2.85052 4.26002 0.1 0.0 0.1 0.0835
C 3.26932 3.37223 3.33889 -0.1 -0.1 0.0 -0.5741
O 3.51272 4.34026 2.67709 0.0 0.0 -0.1 0.1289
O 2.12658 2.66567 3.23198 0.0 0.0 0.0 0.0503
H 1.32011 1.19508 4.46431 0.0 0.1 -0.1 0.1364
H 2.58211 0.65348 3.33608 0.0 0.0 0.0 0.1373
H 2.95170 2.30575 5.89824 0.0 0.0 0.0 0.1374
H 4.01867 1.03330 5.26378 0.1 0.0 -0.1 0.1380
```
Positions in Å, forces in eV/Å.

Kohn-Sham gap (hartree): 0.262
Total charge: +1
Relative energy (zero: lowest compared OMol25 entry of this formula, charge and spin) (eV): 0.000
HOMO level (Ha): -0.43769